[1]
122
Properties=species:S:1:pos:R:3:forces:R:3 method="wB97M-V/def2-TZVPD" total_energy_ha=-7316.0859 homo_ev=-7.5017
Br 1.3901 1.2563 -2.6722 8.0 16.4 -0.5
C 1.8384 2.7929 -1.5551 2.9 2.1 -0.4
C 0.9153 4.0154 -1.7540 3.7 -0.5 0.1
Br 1.6661 5.5033 -0.6733 1.6 -0.5 -1.3
H 2.8965 3.0007 -1.7139 -0.1 0.3 -0.3
H 1.7392 2.4877 -0.5134 1.9 0.4 -0.4
H -0.0988 3.7082 -1.4985 3.0 1.4 1.4
H 0.9065 4.3414 -2.7941 0.2 0.1 0.1
C 0.4593 -3.8224 3.0636 -1.8 0.1 -0.8
C 0.0696 -2.6620 2.4108 2.0 -2.2 2.0
C 0.8720 -1.5502 2.5402 -0.6 -1.7 -2.3
C 2.0993 -1.6210 3.1013 1.2 -0.9 2.3
C 2.4303 -2.7603 3.8446 0.0 0.8 -0.5
C 1.5838 -3.8521 3.8158 1.2 -0.4 1.4
H -0.1912 -4.6787 2.9636 0.1 -0.3 0.2
H -0.8525 -2.6530 1.8486 3.5 -2.2 2.0
H 0.5205 -0.7480 1.9082 1.4 -2.2 -0.5
H 2.8272 -0.8245 3.1474 -0.4 -0.3 -0.6
H 3.3768 -2.7113 4.3624 0.0 -0.5 0.2
H 1.8009 -4.7300 4.4061 0.2 -0.1 0.0
C 2.5944 -1.1586 -1.7362 4.6 1.7 -1.1
C 2.4621 -0.6676 -3.0077 3.2 -1.7 -1.1
C 3.5692 -0.1862 -3.6972 2.6 -1.1 0.8
C 4.8785 -0.2818 -3.0948 -2.1 0.2 -1.3
C 5.0418 -0.8429 -1.8339 -1.3 0.3 0.2
C 3.8872 -1.2082 -1.1236 -0.5 0.3 -0.8
H 1.7434 -1.3415 -1.0970 1.6 10.1 -4.8
H 1.4513 -0.5198 -3.3584 3.5 -1.8 -1.5
H 3.4081 0.3035 -4.6462 0.3 0.0 -0.1
H 5.7279 0.1276 -3.6214 0.1 -0.1 -0.1
H 6.0224 -0.8867 -1.3834 0.0 -0.1 0.1
H 3.9702 -1.5083 -0.0895 0.1 0.2 -0.4
C 0.1949 3.3903 3.2695 0.6 -1.2 2.9
C 1.3862 3.6112 3.9624 -0.6 0.3 -1.1
C 2.2623 2.5596 4.0878 1.1 0.7 0.3
C 1.9883 1.3302 3.5868 0.2 -1.3 0.0
C 0.7820 1.0268 2.9677 0.2 2.4 1.3
C -0.0935 2.0836 2.8072 0.5 0.6 5.1
H -0.5064 4.2099 3.2166 0.2 -0.4 0.2
H 1.6820 4.6098 4.2482 -0.2 0.1 0.3
H 3.2326 2.6695 4.5492 0.1 0.3 0.2
H 2.7565 0.5888 3.7496 -0.2 0.3 0.1
H 0.4937 0.0376 2.6441 0.4 2.9 1.8
H -1.0492 1.8193 2.3794 0.5 1.2 3.9
C -1.9880 1.6121 -1.3345 -0.7 2.4 -1.2
C -1.1688 2.5453 -1.9234 -2.7 0.6 -2.5
C -1.4733 3.9323 -1.9257 -3.5 -1.5 -1.5
C -2.5934 4.2957 -1.2612 -1.9 1.2 -0.3
C -3.4624 3.4033 -0.6446 1.0 -0.8 0.0
C -3.1226 2.0463 -0.6654 -0.7 1.2 -0.4
H -1.7628 0.5570 -1.3840 1.5 3.0 -0.1
H -0.2931 2.2224 -2.4668 -1.1 0.3 -0.1
H -0.9599 4.6641 -2.5318 -0.5 -0.1 0.0
H -2.9304 5.3186 -1.3423 0.1 0.3 0.1
H -4.3418 3.8114 -0.1687 -0.1 -0.3 0.1
H -3.6912 1.2963 -0.1358 0.4 2.3 -1.8
C -0.0934 -1.0556 -0.2085 -0.4 1.6 0.9
C -0.9185 -0.9878 0.8910 -0.6 3.0 -1.3
C -1.1508 0.2841 1.4318 -0.6 -0.8 -1.3
C -0.7002 1.4544 0.8608 0.5 -4.3 -3.6
C 0.0764 1.3537 -0.2958 0.5 -1.8 2.3
C 0.3950 0.0919 -0.7973 0.1 -0.1 4.1
H 0.2380 -2.0216 -0.5599 -1.8 3.4 0.3
H -1.2647 -1.9222 1.3074 -0.5 4.4 -2.1
H -1.6243 0.4771 2.3831 -0.6 -1.1 0.2
H -0.9358 2.4064 1.3132 -0.5 -3.0 -2.6
H 0.5714 2.2316 -0.6840 -2.6 -1.6 0.9
H 1.0741 0.0289 -1.6347 -1.5 -1.5 4.0
C -0.1353 -0.4464 -3.1423 -4.6 -3.3 -1.6
C -1.1766 -0.7317 -4.1872 -0.1 1.5 1.2
O -0.5667 -1.3015 -5.2672 0.6 -1.0 -2.0
H 0.4446 0.4424 -3.3913 -5.1 -3.4 -3.4
H 0.5731 -1.2645 -3.0128 -2.4 -0.8 0.0
H -0.5883 -0.3245 -2.1584 -0.2 0.3 -1.4
H -1.5864 0.2304 -4.4947 -0.6 0.1 0.2
H -1.9397 -1.3684 -3.7395 -0.5 0.5 -0.9
H -0.9800 -0.9114 -6.0409 0.2 -0.4 -0.3
C -0.4953 3.7891 0.9735 -0.6 3.0 -1.7
C -0.7925 5.2327 0.8207 -0.5 1.1 0.2
O -0.3440 5.8271 2.0420 0.4 0.7 -0.1
H -1.2204 3.4768 1.7250 -0.4 1.2 -0.3
H 0.4749 3.6070 1.4356 -0.1 0.5 -1.2
H -0.6144 3.1508 0.0980 -0.2 2.4 0.1
H -1.8627 5.4212 0.7357 -0.1 -0.1 -0.1
H -0.2804 5.6450 -0.0487 -1.1 0.2 0.6
H -0.3647 6.7851 1.9830 -0.1 0.1 -0.1
C 1.5655 -2.8970 -0.2926 4.8 -4.7 5.5
C 2.6695 -3.1629 0.6759 1.1 -0.1 0.4
O 3.7706 -3.7622 0.0113 0.4 -0.6 -0.9
H 1.7242 -1.9745 -0.8510 -0.4 -11.3 4.8
H 0.6880 -2.7973 0.3462 1.5 -1.4 0.7
H 1.4545 -3.7492 -0.9632 3.3 0.0 1.4
H 2.3559 -3.8821 1.4325 -0.1 0.4 0.1
H 2.9517 -2.2095 1.1226 0.2 -0.4 0.4
H 4.6362 -3.5525 0.3695 -0.3 0.1 0.4
C -3.1669 -0.8677 -0.9038 -1.9 -0.1 0.6
C -3.6690 -0.4780 0.4897 -2.0 -0.9 -0.5
O -4.8927 -1.2710 0.7323 1.4 0.6 -0.2
H -2.4177 -0.1981 -1.3262 -2.2 -2.9 0.9
H -3.9790 -0.7807 -1.6256 -0.4 -0.3 0.1
H -2.7467 -1.8730 -0.8735 -2.1 1.2 0.3
H -3.9735 0.5662 0.5595 -0.6 -2.1 1.6
H -2.8732 -0.6170 1.2215 -1.3 0.3 -1.1
H -5.1318 -1.1189 1.6495 -0.2 -0.1 0.1
C -1.3420 -2.5917 -1.7290 -0.1 -1.4 -1.5
C -0.0462 -3.3506 -1.7414 -3.0 0.0 -3.1
O 0.0306 -4.4589 -2.6261 -0.6 -0.8 0.4
H -2.1191 -3.1959 -1.2608 0.0 -0.7 -0.9
H -1.5828 -2.1887 -2.7127 -0.5 -1.3 0.8
H -1.3439 -1.7057 -1.0941 0.6 -1.5 -1.2
H 0.2797 -3.5851 -0.7280 -3.7 -1.8 -1.9
H 0.8009 -2.7666 -2.1010 -0.9 0.6 -0.3
H 0.1038 -4.1189 -3.5208 0.0 0.0 -0.1
C -2.6873 -2.3348 2.5767 -1.4 0.0 1.0
C -2.4645 -3.3638 1.4718 -0.6 0.1 -0.2
O -3.6258 -3.9985 1.0732 -0.9 -0.6 0.1
H -1.7109 -2.0255 2.9495 -1.2 -0.2 1.3
H -3.4121 -2.6806 3.3137 0.6 -0.4 0.4
H -3.1432 -1.4078 2.2291 0.0 -1.2 0.5
H -1.6827 -4.0739 1.7413 -0.4 -0.5 0.2
H -2.0643 -2.7823 0.6412 -0.6 -1.0 -0.4
H -3.5153 -4.3085 0.1714 -0.1 -0.1 -0.1

[2]
136
Properties=species:S:1:pos:R:3:forces:R:3 method="wB97M-V/def2-TZVPD" charge=+1 total_energy_ha=-3347.9028 homo_ev=-6.8079
C 0.2622 6.5414 -0.4974 -0.8 0.0 0.0
C -0.8306 5.4358 -0.5264 0.9 0.1 0.5
C -0.2802 4.1568 0.1732 -0.7 0.9 0.3
C -1.3947 3.3182 0.8569 -1.4 0.9 -0.6
C -2.7847 3.4725 0.1506 0.1 -1.0 0.0
N -1.0578 1.8998 1.1424 2.3 -0.1 -0.9
C -0.2540 1.1703 0.2959 1.5 -1.0 0.6
N -0.2294 1.0137 -1.0178 -1.3 1.6 0.9
C -1.1733 1.6927 -1.9052 -0.1 -1.0 -1.3
O -0.9227 1.2390 -3.2284 0.2 1.3 0.4
O -1.1468 -0.1426 -3.3318 0.4 -0.2 0.9
N 0.7175 0.3760 0.9704 -2.4 -0.5 -0.2
C 0.0065 0.1682 2.2928 1.2 0.3 -0.4
C 0.7650 -0.5359 3.4334 -0.1 -0.2 0.1
N 1.3831 -1.8035 3.0243 -0.4 0.8 0.1
C -0.4886 1.6092 2.4900 -1.9 -1.3 3.2
C 0.4985 2.6382 3.0842 1.5 0.1 -0.8
C 1.8259 2.8123 2.2996 -0.4 -0.4 -0.1
C 2.9614 1.8476 2.6490 0.3 0.5 -0.8
N 4.1127 2.2465 1.8051 0.4 -0.8 0.8
C 4.7342 1.0775 1.1872 0.4 0.0 -0.8
C 4.2161 0.7386 -0.2156 0.1 -0.3 0.3
C 4.4822 -0.5475 -0.6954 -0.1 -0.2 -0.2
C 4.1018 -0.9685 -1.9548 -0.1 -0.5 -1.1
C 3.4308 -0.1163 -2.8340 0.2 0.2 1.1
C 3.1399 1.1562 -2.3594 -0.4 -0.3 -0.7
C 3.5248 1.5828 -1.0866 -0.1 0.3 -0.1
O 3.2178 2.8738 -0.7275 -0.2 -0.1 0.0
C -1.5844 1.5153 3.6596 -0.5 1.3 -1.5
C -3.0416 1.2489 3.2395 -0.1 -0.1 0.7
S -3.4113 -0.5229 2.8954 -0.2 0.3 0.1
C -4.1449 -0.5266 1.2966 1.4 -0.3 -0.1
N -5.2477 0.0151 0.9020 -0.1 0.2 0.8
N -5.3198 -0.3424 -0.4434 0.7 -0.3 -1.0
C -4.1881 -1.1181 -0.7841 1.4 -0.3 -0.5
O -3.4069 -1.2011 0.4024 -1.4 0.7 0.5
H 1.2721 6.1182 -0.5140 -0.1 0.2 -0.3
H 0.1497 7.1232 0.4274 0.2 -0.2 -0.1
H 0.0802 7.2445 -1.3189 0.4 -0.2 0.1
H -1.1033 5.1906 -1.5601 -0.2 0.2 0.2
H -1.6817 5.8474 0.0289 -0.1 -0.3 -0.3
H 0.3078 3.6209 -0.5808 0.1 -0.1 0.5
H 0.3560 4.5450 0.9776 0.2 -0.5 -0.4
H -1.5574 3.7907 1.8340 0.2 -0.4 -0.1
H -2.6853 3.5945 -0.9311 -0.1 0.4 0.3
H -3.3919 2.5611 0.2707 0.2 0.2 0.2
H -3.3649 4.2824 0.5987 0.2 0.0 -0.3
H 0.4723 0.3948 -1.4082 0.0 0.2 -0.2
H -1.0460 2.7767 -1.9614 0.3 -0.2 0.1
H -2.2124 1.4597 -1.6257 0.3 -0.1 0.2
H -2.1132 -0.2296 -3.2698 -0.1 0.1 -0.1
H 0.6054 -0.5342 0.5223 1.0 0.0 -0.2
H -0.7525 -0.5741 2.0082 -0.7 0.7 0.5
H 1.4764 0.0957 3.9722 0.0 -0.1 -0.3
H -0.0003 -0.8255 4.1692 0.1 0.3 -0.1
H 2.0488 -1.6490 2.2735 0.1 -0.3 0.0
H 0.6273 -2.4179 2.7419 0.3 -0.2 -0.2
H 0.0340 3.6305 3.1799 -0.2 -0.4 -0.1
H 0.7462 2.3475 4.1171 -0.3 -0.1 -0.2
H 2.2185 3.8369 2.3572 -0.2 -0.2 0.2
H 1.6084 2.6484 1.2381 0.3 0.2 0.2
H 3.2140 1.8532 3.7226 -0.2 0.0 -0.2
H 2.7346 0.8241 2.3311 -0.3 0.2 0.4
H 4.8295 2.6623 2.3876 -0.2 0.2 0.0
H 5.8182 1.2596 1.0989 -0.3 0.1 -0.1
H 4.6502 0.1554 1.7879 0.0 0.3 -0.1
H 5.0036 -1.2862 -0.0911 -0.1 0.4 0.2
H 4.3380 -1.9686 -2.3257 0.1 0.5 0.5
H 3.1529 -0.4273 -3.8368 0.0 0.1 0.2
H 2.5913 1.8143 -3.0403 0.2 0.2 0.4
H 2.6681 3.2233 -1.4390 0.2 0.2 0.0
H -1.2672 0.8425 4.4599 0.1 0.0 -0.3
H -1.5848 2.5312 4.0884 -0.3 -0.4 0.1
H -3.3869 1.8821 2.4224 0.1 -0.2 -0.1
H -3.6666 1.5109 4.1004 0.1 -0.1 -0.3
H -3.8650 -1.6057 -1.6720 -0.3 0.0 -0.3
C -8.6743 -0.5037 -2.3502 0.6 0.0 -0.2
C -7.3930 -0.4037 -1.6596 -0.5 -0.1 -0.2
N -6.3670 -0.3213 -1.1038 -0.8 0.2 0.8
H -8.5976 -0.0790 -3.3526 -0.1 0.1 0.0
H -8.9774 -1.5477 -2.4259 -0.2 0.0 0.0
H -9.4324 0.0468 -1.7873 0.2 -0.1 -0.1
C 2.2895 -4.9380 -2.9285 0.2 0.3 0.0
C 3.6290 -4.3519 -2.9828 -0.1 -0.1 -0.1
N 4.6839 -3.9007 -3.0336 -0.1 -0.3 -0.1
H 2.3349 -5.9838 -3.2095 0.0 0.0 0.1
H 1.8905 -4.8602 -1.9191 0.0 -0.1 0.0
H 1.6291 -4.4104 -3.6158 0.0 0.0 0.0
C -1.2354 -2.7123 -5.0694 -0.1 0.1 0.0
C -2.3509 -1.7953 -4.8348 -0.2 -0.5 -0.4
N -3.2330 -1.0828 -4.6557 -0.2 -0.3 -0.1
H -0.3428 -2.3397 -4.5693 -0.1 0.1 0.0
H -1.4806 -3.6983 -4.6781 0.0 0.0 0.0
H -1.0408 -2.7892 -6.1375 0.0 0.0 0.0
C 6.6684 -3.9248 1.7364 -0.2 0.3 0.1
C 5.6067 -2.9778 2.0870 0.1 -0.1 0.1
N 4.7765 -2.2303 2.3553 0.0 -0.1 -0.1
H 7.6394 -3.4957 1.9774 0.0 0.0 0.0
H 6.5380 -4.8490 2.2961 0.0 0.0 0.0
H 6.6319 -4.1451 0.6728 0.0 0.0 0.0
C -10.7949 1.8895 0.9137 -0.1 -0.1 -0.2
C -11.1721 1.1310 -0.2813 -0.1 0.1 0.1
N -11.4715 0.5369 -1.2181 0.0 0.1 0.2
H -11.2213 1.4197 1.7977 0.0 0.0 0.0
H -9.7105 1.9124 1.0099 0.0 0.0 0.0
H -11.1680 2.9088 0.8359 0.0 0.0 0.0
C -4.3269 7.6915 2.1906 0.2 -0.1 0.1
C -3.0050 7.1854 2.5660 -0.1 0.0 0.0
N -1.9683 6.7906 2.8628 0.0 -0.1 -0.1
H -5.0721 7.3328 2.8980 0.0 0.0 0.0
H -4.3209 8.7798 2.1984 0.0 0.0 0.0
H -4.5858 7.3435 1.1922 0.0 0.0 0.0
C -4.6461 3.1176 6.9700 0.0 0.1 -0.2
C -4.6269 3.6111 5.5905 0.0 0.0 0.1
N -4.6118 3.9981 4.5094 0.0 0.0 0.1
H -3.7710 2.4961 7.1521 0.0 0.0 0.0
H -4.6368 3.9573 7.6620 0.0 0.0 0.0
H -5.5444 2.5267 7.1379 0.0 0.0 0.0
C 7.9460 -8.0419 0.7731 0.0 0.2 -0.1
C 7.7242 -6.8058 0.0184 0.1 -0.1 0.0
N 7.5532 -5.8377 -0.5752 0.1 -0.2 0.0
H 8.8160 -7.9297 1.4173 0.0 0.0 0.0
H 7.0738 -8.2620 1.3858 0.0 0.0 0.0
H 8.1159 -8.8678 0.0852 0.0 0.0 0.0
C 7.6326 -4.8268 -4.7740 0.0 -0.2 -0.1
C 7.4801 -6.1321 -5.4213 0.0 0.1 0.0
N 7.3554 -7.1549 -5.9287 0.0 0.1 0.1
H 6.7389 -4.5962 -4.1968 0.0 0.0 0.0
H 8.4929 -4.8413 -4.1076 0.0 0.0 0.0
H 7.7795 -4.0546 -5.5271 0.0 0.0 0.0
C 1.5005 -8.8607 -5.1548 0.0 0.0 0.2
C 1.4744 -8.3630 -3.7769 0.0 -0.2 -0.1
N 1.4589 -7.9728 -2.6962 -0.1 -0.1 -0.2
H 2.5271 -9.0663 -5.4527 0.0 0.0 0.0
H 0.9178 -9.7769 -5.2264 0.0 0.0 0.0
H 1.0771 -8.1151 -5.8251 0.0 0.0 0.0

[3]
132
Properties=species:S:1:pos:R:3:forces:R:3 method="wB97M-V/def2-TZVPD" total_energy_ha=-3310.2685 relative_energy_kcal_mol=43.9 homo_ev=-8.0388
O 0.9120 -5.6627 -4.6873 -0.1 0.2 0.7
S 0.7201 -5.6803 -3.2484 -0.6 -1.3 1.2
O -0.0108 -4.6271 -2.5413 0.9 -0.8 -1.0
C -0.0531 -7.3488 -2.7872 1.0 0.0 0.5
C 1.1648 -8.3504 -2.7570 -0.5 1.9 -0.5
C 2.2610 -7.5470 -1.9642 0.3 0.2 -0.5
C 2.3588 -6.0478 -2.4000 -1.7 -0.4 -0.5
H -0.9370 -7.5834 -3.3802 0.5 0.1 -0.6
H -0.4494 -7.2672 -1.7750 0.2 0.4 0.2
H 0.9233 -9.3458 -2.3842 0.0 0.3 0.5
H 1.4527 -8.5208 -3.7944 0.4 0.1 -0.1
H 3.2653 -7.9476 -2.1026 -0.1 -0.4 0.0
H 2.0732 -7.5379 -0.8905 -0.3 -0.3 -0.1
H 3.1436 -5.8330 -3.1253 -0.1 0.0 0.1
H 2.3762 -5.3839 -1.5357 0.2 0.0 -0.2
O -6.9381 -9.4922 -2.5159 1.2 0.6 -0.9
S -5.4845 -9.4816 -2.6964 -1.0 -2.1 1.8
O -4.7271 -8.4221 -2.0602 0.1 -0.2 -0.9
C -4.9667 -11.1310 -2.0175 0.3 0.6 -1.3
C -3.8221 -11.5955 -2.9798 -1.0 -0.7 0.5
C -4.2597 -11.2696 -4.4393 -0.2 1.4 0.6
C -4.9832 -9.8733 -4.4161 0.1 0.3 -0.2
H -5.8837 -11.7133 -2.1086 0.1 -0.1 -0.1
H -4.7699 -10.9801 -0.9561 0.4 -0.1 -0.2
H -2.8814 -11.2017 -2.5949 0.1 0.5 -0.6
H -3.6728 -12.6747 -3.0111 -0.2 -0.1 0.6
H -4.9435 -12.0114 -4.8518 -0.2 -0.1 0.5
H -3.4223 -11.3047 -5.1362 0.1 0.4 0.2
H -5.9180 -9.8321 -4.9752 0.1 -0.2 0.0
H -4.3745 -9.0372 -4.7604 0.2 -0.1 0.1
C 3.2151 -7.3186 -10.3866 0.6 1.3 -2.9
C 3.1055 -8.3803 -9.5462 -1.5 -2.2 2.5
C 2.3440 -7.9886 -8.4231 2.1 -0.1 -2.3
N 2.1751 -6.6576 -8.6373 -2.0 1.0 1.5
C 2.5714 -6.2175 -9.8815 0.6 -0.9 1.7
H 3.6732 -7.3697 -11.3634 0.1 0.1 0.0
H 3.3902 -9.4115 -9.6946 0.2 0.1 -0.3
H 2.0136 -8.6272 -7.6172 -0.1 0.7 0.2
H 1.7815 -6.0713 -7.9152 -0.2 0.1 -0.3
H 2.4806 -5.1783 -10.1613 0.1 -0.2 0.0
C -1.6471 -8.3753 3.2116 -2.2 1.4 1.4
C -1.4557 -8.5495 4.6105 0.7 -0.6 0.4
C -2.4726 -7.9307 5.3190 0.7 -1.3 0.5
N -3.3112 -7.4140 4.4246 -0.5 1.1 -1.4
C -2.8164 -7.5797 3.1619 0.5 -1.1 -1.1
H -1.1326 -8.8749 2.4041 0.1 0.4 0.0
H -0.6481 -9.1367 5.0222 -0.1 0.1 0.2
H -2.8191 -7.9456 6.3418 0.6 -0.1 0.1
H -4.1816 -6.9700 4.6800 0.3 0.1 -0.3
H -3.3552 -7.2297 2.2938 0.0 0.0 0.1
C 8.4178 -4.4616 -1.2644 1.8 -0.3 0.0
C 7.5178 -5.4191 -0.7976 0.6 -2.4 -0.3
C 8.2128 -6.6486 -0.8470 -0.7 0.1 0.8
N 9.5195 -6.4464 -1.1832 -1.1 1.0 -0.2
C 9.6547 -5.1093 -1.4405 -0.3 1.0 -0.6
H 8.2068 -3.4215 -1.4647 0.2 0.0 0.2
H 6.4921 -5.3112 -0.4773 0.1 0.1 -0.2
H 7.9395 -7.6679 -0.6175 -0.4 0.2 0.1
H 10.1698 -7.1979 -1.3632 0.0 0.5 0.1
H 10.5826 -4.7046 -1.8169 -0.1 0.0 0.1
C 2.1860 0.4797 -2.0833 0.4 0.9 0.4
C 3.4604 1.2360 -2.5986 0.0 -1.7 -0.2
C 4.6764 0.2747 -2.9555 -1.9 -0.4 -0.6
C 4.2813 -0.7956 -3.9568 -1.2 -2.5 -3.4
N 3.9365 -1.6148 -4.7667 1.7 3.9 4.0
H 1.6787 1.1583 -1.3976 -0.2 0.0 0.0
H 2.3608 -0.4285 -1.5064 0.4 0.0 -0.1
H 1.4594 0.2492 -2.8624 0.3 0.0 -0.2
H 3.9052 1.9262 -1.8817 -0.4 0.0 0.2
H 3.1252 1.8112 -3.4617 0.4 0.0 -0.1
H 4.9454 -0.3069 -2.0738 0.2 0.4 0.2
H 5.4927 0.9113 -3.2969 0.2 -0.5 -0.2
C -2.8362 -3.8933 -7.7803 1.0 0.0 -1.1
C -3.9891 -3.8784 -6.8575 -0.3 0.7 0.6
C -4.5923 -2.4384 -6.8000 -0.5 -0.4 -0.1
C -5.2728 -1.9853 -8.0567 -0.3 -0.1 0.0
N -5.7984 -1.5915 -9.0103 0.6 -0.5 1.0
H -2.5203 -4.9011 -8.0498 0.0 0.0 -0.1
H -1.9832 -3.4144 -7.2995 0.1 0.1 -0.1
H -3.0563 -3.3247 -8.6838 0.1 -0.2 -0.2
H -3.5560 -4.1738 -5.9019 -0.5 0.3 0.5
H -4.7497 -4.6262 -7.0817 -0.2 0.2 -0.2
H -3.8715 -1.6460 -6.5986 0.5 -0.3 0.1
H -5.2787 -2.4063 -5.9538 -0.4 0.2 -0.2
C 6.2471 -11.6451 0.5236 0.1 -0.4 0.2
C 5.4796 -10.8172 1.5335 -0.6 0.1 0.6
C 4.3579 -11.5283 2.3977 -0.8 0.1 -1.2
C 3.1477 -11.8496 1.5298 -0.8 0.0 -1.3
N 2.2624 -12.0128 0.7766 2.2 0.3 1.9
H 6.8671 -12.3806 1.0363 -0.2 -0.3 0.0
H 6.9729 -11.0293 -0.0075 -0.2 0.2 -0.1
H 5.5864 -12.1310 -0.1945 0.1 -0.1 0.0
H 4.9952 -9.9910 1.0132 -0.2 0.1 0.0
H 6.2147 -10.3534 2.1912 -0.2 -0.1 0.4
H 3.9754 -10.8795 3.1856 0.2 0.4 -0.1
H 4.6260 -12.4344 2.9411 0.4 -0.1 -0.4
C 3.3002 -6.4245 3.5081 -0.6 -0.7 -0.6
C 4.3097 -5.4950 4.1209 -1.2 0.6 1.1
C 5.6352 -6.1226 4.4575 0.5 -0.7 -0.3
C 5.6014 -7.4514 5.0865 -1.1 -3.9 2.4
N 5.5103 -8.5372 5.5657 0.5 4.2 -1.9
H 2.9050 -7.1412 4.2281 0.4 -0.2 0.2
H 3.7280 -6.9930 2.6824 0.1 -0.1 -0.1
H 2.3800 -5.9845 3.1236 0.2 0.6 -0.1
H 3.8864 -5.1413 5.0610 -0.1 0.0 0.2
H 4.4576 -4.5486 3.6008 0.2 -0.3 -0.5
H 6.1578 -5.4170 5.1034 0.6 -0.3 -0.3
H 6.1577 -6.3914 3.5394 0.5 0.8 -0.2
C -4.7574 -1.0261 -2.2158 0.2 -0.3 0.6
C -4.8668 -2.5347 -1.7797 1.4 1.9 -0.7
C -6.1455 -3.1502 -2.2031 -1.9 -0.3 0.8
C -7.3339 -2.2750 -1.9690 3.0 -2.2 -0.9
N -8.2503 -1.6343 -1.8473 -2.5 1.8 0.5
H -3.7776 -0.6297 -1.9493 0.0 -0.1 0.0
H -5.4916 -0.4074 -1.6999 -0.1 -0.2 0.3
H -4.9322 -0.7763 -3.2623 0.1 -0.6 -0.2
H -4.6709 -2.5918 -0.7090 -0.4 0.0 0.1
H -4.0617 -3.1153 -2.2302 0.1 0.1 -0.1
H -6.3506 -4.0163 -1.5738 0.1 -0.4 -0.2
H -6.1439 -3.4853 -3.2403 0.0 0.2 0.0
C 3.5070 -12.4274 -5.7066 -0.1 0.9 -0.8
C 4.0143 -13.3542 -4.6760 0.3 -0.8 0.5
C 5.5426 -13.5605 -4.6802 0.2 -0.4 0.5
C 6.2277 -14.2176 -5.8089 -1.8 1.4 1.6
N 6.7942 -14.7201 -6.6482 1.1 -1.1 -1.7
H 2.4360 -12.2926 -5.5553 0.0 0.1 -0.3
H 3.7102 -12.8082 -6.7075 -0.2 0.0 -0.1
H 3.9922 -11.4547 -5.6266 0.0 0.2 -0.1
H 3.4443 -14.2776 -4.7779 0.4 -0.4 0.1
H 3.7267 -12.9586 -3.7019 0.3 -0.1 0.2
H 5.8205 -14.1922 -3.8365 -0.1 0.0 0.3
H 6.0493 -12.6114 -4.5054 -0.1 0.1 -0.1

Table of frontier orbital gap (eV), in record order: 7.8; 5.1; 7.9